(1)
The following is a DFT calculation (wB97M-V/def2-TZVPD) of a molecular structure, C32H31AsCl2F6N6NbO3STe at a distorted geometry.

```
84
Properties=species:S:1:pos:R:3:forces:R:3:lowdin_charge:R:1
H -3.4226 -1.4056 -1.6241 0.02 -0.73 -0.35 0.0930
Nb -0.1580 0.6134 0.7188 -0.82 -0.50 -0.41 1.8346
H 1.9180 1.3884 -3.2522 -0.04 0.32 0.19 0.0200
H 0.1644 -2.6475 1.8377 -0.16 0.04 -0.27 0.0807
C 2.8770 -2.7731 -2.6669 -0.10 0.35 0.25 -0.0025
H 4.3379 -3.8679 -3.8130 -0.09 0.16 0.35 0.1230
H -3.7926 -2.3282 -3.0909 0.35 0.07 0.21 0.1342
C 0.3760 3.3000 2.3363 0.93 -1.06 0.46 -0.1871
H 5.9164 -1.0828 -0.9387 -0.15 -0.15 -0.06 0.1178
F -1.0528 3.0725 -3.4778 -0.60 -0.56 0.55 -0.2205
N -1.8572 -2.5495 -2.3780 0.76 -0.97 1.37 -0.0772
F -2.6639 1.3462 -0.8268 0.48 0.81 -0.50 -0.3160
H 2.8844 2.9093 -3.2611 -0.39 -0.23 0.35 0.0327
C -4.3589 0.2083 2.5247 -0.70 0.74 -0.04 0.0453
O 2.9943 2.1410 2.8781 -1.84 -0.92 -0.39 0.0852
H 1.0111 4.5716 -0.5796 0.52 0.22 -0.14 0.0021
H -0.4597 -5.3187 -3.9373 -0.22 0.13 -0.03 0.0894
N 0.7550 1.9674 2.1475 1.28 -0.72 0.55 -0.0839
N 0.3261 -2.1294 -1.9185 0.72 0.11 1.13 0.1402
C 4.1654 -3.1417 -3.0157 0.15 -0.08 -0.18 -0.0411
C -0.9356 -2.1439 -1.4922 -0.85 1.43 -2.07 -0.6144
C -0.7172 5.8155 2.5572 -2.65 -0.24 -1.08 -0.6138
H -5.5354 -1.4146 3.3733 0.54 0.22 -0.06 0.1357
C 3.2285 -0.6385 2.9293 0.55 1.00 0.20 0.0411
F -0.6097 1.0208 -2.0614 -0.79 0.98 0.52 -0.3525
H 4.3008 -2.4805 3.1026 -0.37 -0.15 0.18 0.1367
As -1.9710 2.3004 -2.2208 0.31 -0.26 0.37 0.8774
C 2.0600 0.0231 2.5322 -0.09 -3.34 -0.08 -0.1733
H 6.2615 -2.8324 -2.6283 0.01 -0.03 -0.15 0.1171
C -0.9554 3.4779 1.8920 -0.99 -0.26 -0.86 -0.1773
S -1.5032 -1.4965 0.0191 0.24 1.08 1.23 0.8153
C -4.5290 -1.0196 3.1810 -0.14 0.22 -0.40 -0.0003
N 0.9770 -0.7289 2.0887 1.09 0.62 0.02 -0.0380
C 2.6775 -1.7862 -1.6854 -0.19 0.04 -0.03 -0.1329
Te 2.3362 2.2674 -0.6861 -0.92 1.07 -0.88 1.4409
H -1.2500 -1.6361 3.6365 0.25 -0.08 -0.20 0.1047
H -2.4768 4.9770 1.6441 -0.33 0.11 -0.04 0.1198
C 1.9932 1.4892 2.5607 1.04 1.84 0.23 -0.4933
C -3.0826 0.6852 2.2351 -0.56 -1.63 0.44 -0.2078
C -1.4949 4.7684 2.0140 0.63 0.84 0.54 0.0192
C 3.3318 -2.0276 2.9057 -0.65 0.43 -0.44 0.0258
N -1.9918 -0.0732 2.4924 0.43 0.99 -0.05 -0.0036
H -1.6347 -5.4006 -2.5969 0.42 0.21 -0.10 0.0825
C 2.1045 4.4357 -0.5554 -0.09 -0.44 0.62 -0.3320
H 1.9922 -3.1960 -3.1347 0.33 -0.01 -0.05 0.1086
H -4.9983 -3.2332 -1.0949 0.60 -0.33 -0.24 0.0972
H -2.3186 -3.5480 -4.1341 0.32 0.08 0.16 0.1298
H 3.6221 -0.4383 -0.2932 -0.01 0.06 0.13 0.0546
H -5.2253 0.8576 2.2594 0.81 -0.64 0.29 0.1529
C -1.4301 -3.4267 -3.4997 0.19 0.77 -0.98 -0.1681
H 2.5302 4.7686 0.4074 -0.23 -0.14 -0.50 0.0088
H 1.0908 2.9695 -3.0008 0.00 -0.04 0.07 -0.0108
C 5.2508 -2.5436 -2.3784 -0.09 0.10 0.09 -0.0415
C -0.8630 -4.7777 -3.0783 -0.12 0.18 0.36 -0.0597
H -0.0217 -4.5921 -2.4066 -0.15 -0.29 0.12 0.0592
Cl -1.4344 7.3875 2.6008 0.40 -0.62 -0.01 0.7813
H -3.3985 -2.6060 4.1695 -0.22 0.05 0.05 0.1221
F -1.0540 3.2608 -1.0213 -0.32 -0.66 -0.53 -0.2942
C -3.2846 -2.3958 -2.1177 -0.99 0.52 0.16 -0.2364
C -2.8516 2.0937 1.8311 -1.27 -0.40 -0.53 -0.4592
C 1.0483 -2.1076 2.1258 0.24 1.99 0.29 -0.0964
C 5.0594 -1.5631 -1.4058 0.18 -0.18 0.05 -0.0561
C -2.1392 -1.1466 3.2736 -0.47 -0.45 -0.63 -0.1313
H 2.6277 4.9217 -1.3945 -0.32 -0.39 0.30 0.0332
H -3.9046 -4.4778 -1.8317 -0.18 0.04 -0.04 0.0744
Cl 1.5783 6.9107 3.4903 -0.35 -0.44 0.12 0.8223
N -1.5549 2.3058 1.4434 2.50 1.15 0.06 -0.0068
H 2.1703 -3.8333 2.5541 0.12 -0.17 0.05 0.1271
H -0.6770 -2.8350 -4.0639 -0.50 -0.53 0.18 0.1301
C 3.7790 -1.2001 -1.0407 -0.54 0.01 -0.41 -0.0510
C -3.9485 -3.5248 -1.3063 0.18 0.57 0.30 -0.0611
F -3.2283 3.4863 -2.2297 0.76 -0.94 0.15 -0.2011
C 1.2725 -1.3969 -1.3744 0.12 -0.77 -0.37 -0.3645
O -3.7114 2.9160 1.9770 0.06 0.37 -0.01 0.1708
F -2.7962 1.2104 -3.2579 0.31 0.43 0.08 -0.2100
C -3.3899 -1.6913 3.5933 0.62 0.53 0.05 -0.0143
H -3.4316 -3.6461 -0.3454 -0.16 -0.02 -0.14 0.0538
C 0.5770 5.6099 3.0384 1.52 -1.17 0.11 -0.6394
C 1.9999 2.4005 -2.8376 0.51 -0.42 0.27 -0.3204
H 2.0662 4.0283 3.3990 -0.05 0.43 -0.06 0.1151
C 1.0923 4.2957 3.0096 -0.05 -0.06 -0.54 -0.0001
C 2.1866 -2.7565 2.5522 0.52 0.16 0.05 0.0025
H 4.0850 -0.0009 3.2472 -0.80 -0.59 -0.32 0.1528
O 1.0890 -0.3413 -0.6252 -0.46 0.08 0.91 -0.4209
```
Positions in Å, forces in eV/Å.

Values from the calculation:
- E_LUMO (spin up / spin down): -8.4 / -8.8 eV
- Spin multiplicity: 2
- Net charge: +2
- Gap between HOMO and LUMO (spin up / spin down): 5.5 / 5.1 eV

***

(2)
The following is a DFT calculation (wB97M-V/def2-TZVPD) of C4H6N2O in the gas phase.

```
13
Properties=species:S:1:pos:R:3:forces:R:3:lowdin_charge:R:1
H 0.1700 2.3328 0.2594 0.16 -0.02 -0.07 0.1035
O 0.8065 -0.6238 -2.0231 -0.62 0.11 -0.08 -0.0194
N -0.3373 -0.4146 -1.6899 0.53 0.21 -0.25 0.0163
C -1.8596 -0.1444 0.2275 0.10 -0.11 0.06 -0.0442
H -2.3492 -1.0125 -0.2261 0.21 0.06 0.11 0.0657
H 2.6574 -0.3575 1.3994 -0.06 0.30 -0.18 0.0921
C 0.3241 1.2739 0.1366 0.30 0.00 0.08 0.0726
H 2.4196 -1.1282 -0.1001 -0.19 -0.03 0.25 0.0929
N 2.0055 -0.6430 0.6860 -0.25 -0.15 0.14 0.1150
H -1.8792 -0.2576 1.3142 0.12 -0.03 -0.12 0.0757
H -2.4836 0.7303 -0.0152 0.25 -0.20 0.03 0.0771
C 0.9648 0.1673 0.3358 -0.54 0.00 -0.05 -0.2467
C -0.4391 0.0774 -0.3045 -0.02 -0.15 0.08 -0.4006
```
Positions in Å, forces in eV/Å.

Values from the calculation:
- E_LUMO: 0.3 eV
- Spin multiplicity: 1
- Gap between HOMO and LUMO: 9.0 eV

***

(3)
The following is a DFT calculation (wB97M-V/def2-TZVPD) of 9 unconnected molecules or ions with the total composition H18O9.

```
27
Properties=species:S:1:pos:R:3:forces:R:3:lowdin_charge:R:1
H -0.5470 2.0617 2.8057 -0.03 -0.14 -0.31 0.0182
O 0.9694 3.8664 -4.4699 0.26 -0.05 0.03 -0.0547
O -3.3179 4.6681 -1.8929 0.13 0.08 -0.22 -0.0561
O -0.5492 2.4273 3.6903 -0.18 0.11 0.16 -0.0535
H 5.7460 0.6680 -0.7628 -0.21 -0.11 0.06 0.0246
H -3.0975 3.8528 -1.4423 0.10 -0.22 0.14 0.0264
H -1.9688 -3.1927 -1.7840 0.14 -0.23 0.05 0.0300
H -4.3633 -2.9556 0.9509 0.15 0.07 -0.26 0.0184
H 6.6348 1.5378 -1.6262 0.05 0.15 -0.21 0.0291
H -2.7766 -2.3410 -2.7401 -0.12 0.06 -0.24 0.0312
O -0.1657 -3.5088 3.3426 -0.27 -0.03 -0.04 -0.0528
O -4.9351 -3.2386 1.6645 -0.23 -0.11 -0.01 -0.0536
H 0.3394 -3.7255 4.1262 0.09 -0.04 0.21 0.0288
H 4.2497 -3.2164 1.7037 0.21 -0.09 0.15 0.0313
H 0.5309 3.6645 -5.2965 -0.08 -0.03 -0.23 0.0280
O 6.6077 1.0842 -0.7837 0.16 -0.04 0.15 -0.0538
H 3.5292 -3.0385 0.3842 -0.01 -0.07 -0.24 0.0274
H -0.7276 0.0641 -0.4640 -0.24 -0.24 -0.06 0.0223
H 0.4947 -3.3196 2.6760 0.22 0.10 -0.20 0.0184
O -2.5934 -2.4678 -1.8091 0.00 0.19 0.25 -0.0507
O 3.5131 -2.7580 1.2992 -0.24 0.14 0.09 -0.0528
H 0.3630 2.3717 3.9751 0.21 0.00 0.10 0.0278
H 0.6286 0.7281 -0.5724 0.24 0.04 -0.08 0.0293
H -4.4847 -2.9543 2.4599 0.11 0.05 0.23 0.0297
O -0.2206 0.8076 -0.1379 -0.06 0.21 0.18 -0.0491
H -4.1174 4.9714 -1.4629 -0.20 0.12 0.09 0.0296
H 0.2584 3.9430 -3.8336 -0.19 0.08 0.21 0.0266
```
Positions in Å, forces in eV/Å.

Values from the calculation:
- E_LUMO: -0.1 eV
- Spin multiplicity: 1
- Gap between HOMO and LUMO: 11.1 eV

***

(4)
The following is a DFT calculation (wB97M-V/def2-TZVPD) of a molecular structure, C3H2O3V at a distorted geometry.

```
9
Properties=species:S:1:pos:R:3:forces:R:3:lowdin_charge:R:1
H 0.3921 3.4748 0.0738 0.17 -0.16 0.33 0.0730
H 0.2542 2.9361 1.8955 0.20 0.05 -0.34 0.0724
V -1.7669 -3.6648 -1.2490 -0.15 -0.63 -0.20 0.9085
O 2.4580 1.1413 0.5178 -0.33 0.67 0.24 0.1550
O -1.1685 -1.7924 -0.6246 0.30 -0.24 0.01 0.0827
C 0.7054 2.8478 0.9078 0.20 0.06 0.11 -0.0083
C 1.6807 1.9860 0.7274 -0.17 -0.51 -0.30 -0.2845
O -0.9871 0.4092 0.0675 0.14 -1.11 -0.25 0.3034
C -1.0393 -0.6902 -0.2653 -0.35 1.86 0.41 -0.3021
```
Positions in Å, forces in eV/Å.

Values from the calculation:
- E_LUMO (spin up / spin down): -5.5 / -5.2 eV
- Spin multiplicity: 5
- Net charge: +1
- Gap between HOMO and LUMO (spin up / spin down): 6.2 / 6.5 eV

***

Please write out number 4 again, unchanged.
The following is a DFT calculation (wB97M-V/def2-TZVPD) of a molecular structure, C3H2O3V at a distorted geometry.

```
9
Properties=species:S:1:pos:R:3:forces:R:3:lowdin_charge:R:1
H 0.3921 3.4748 0.0738 0.17 -0.16 0.33 0.0730
H 0.2542 2.9361 1.8955 0.20 0.05 -0.34 0.0724
V -1.7669 -3.6648 -1.2490 -0.15 -0.63 -0.20 0.9085
O 2.4580 1.1413 0.5178 -0.33 0.67 0.24 0.1550
O -1.1685 -1.7924 -0.6246 0.30 -0.24 0.01 0.0827
C 0.7054 2.8478 0.9078 0.20 0.06 0.11 -0.0083
C 1.6807 1.9860 0.7274 -0.17 -0.51 -0.30 -0.2845
O -0.9871 0.4092 0.0675 0.14 -1.11 -0.25 0.3034
C -1.0393 -0.6902 -0.2653 -0.35 1.86 0.41 -0.3021
```
Positions in Å, forces in eV/Å.

Values from the calculation:
- E_LUMO (spin up / spin down): -5.5 / -5.2 eV
- Spin multiplicity: 5
- Net charge: +1
- Gap between HOMO and LUMO (spin up / spin down): 6.2 / 6.5 eV

***

Q: What is the formula in the third record?
A: H18O9

***

Q: Number 3 is which compound?
A: H18O9